Computed, not measured: a gas-phase ion, C3H10N5 (charge +1), with ωB97M-V/def2-TZVPD.

XYZ file:
```
18
Properties=species:S:1:pos:R:3:forces:R:3
N 1.04768 -0.19262 1.96410 0.108 0.171 0.160
C 0.61551 -0.50908 0.66243 -0.381 -0.118 -0.603
C -0.75770 -1.20258 0.70560 0.520 -0.003 0.271
C -1.64318 -0.87876 -0.44494 0.273 -0.279 0.665
N -1.39380 -0.18891 -1.46248 0.668 0.991 -1.357
N 0.04247 0.41922 -1.49460 -1.407 -1.547 0.521
N -0.00386 1.45677 -2.40567 -0.206 0.574 -0.765
N 0.53878 0.71107 -0.22112 0.930 0.375 0.912
H 1.98769 0.17295 2.01492 0.060 -0.024 -0.032
H 0.41397 0.40927 2.47393 -0.027 -0.072 0.076
H 1.36969 -1.14634 0.18192 -0.158 0.006 0.083
H -1.27670 -0.93089 1.62964 -0.056 -0.002 -0.057
H -0.63448 -2.28876 0.75168 -0.055 0.059 0.017
H -2.65579 -1.27013 -0.42057 -0.078 0.000 -0.113
H 0.62877 -0.33030 -1.90040 -0.183 0.353 0.118
H -0.59248 2.22131 -2.08898 -0.028 -0.251 0.112
H 0.91748 1.77993 -2.67652 0.107 -0.129 0.310
H -0.02497 1.44164 0.21740 -0.087 -0.105 -0.317
```
Positions in Å, forces in eV/Å.

Summary:
**HOMO energy**: -14.192 eV
**E_LUMO**: -3.29 eV
**E**: -393.73882 a.u.
**2S+1**: 1
**Gap between HOMO and LUMO**: 0.401 hartree
**Energy relative to the best compared isomer or geometry (same formula, charge and spin)**: 312.92 kJ/mol
**SMILES**: N[C@H]1CC=N[N@@H+](N)N1
**Total charge**: +1

Computed, not measured: C3H10N6 in the gas phase, with ωB97M-V/def2-TZVPD.

XYZ file:
```
19
Properties=species:S:1:pos:R:3:forces:R:3
C 2.37687 -0.69607 0.15485 -0.192 0.583 4.081
N 1.37314 0.05036 -0.48934 -2.130 1.231 0.396
C 0.41837 0.70683 0.34059 -1.371 0.122 0.093
N -0.30348 -0.14339 1.18719 1.213 1.421 1.406
C -1.00184 -1.13026 0.89649 -2.703 -1.336 -1.321
N -1.42419 -1.52616 -0.33742 -1.148 -0.618 -1.112
N -1.37479 -0.88657 -1.57883 0.317 1.486 -0.225
N 0.26832 1.97717 0.23198 -0.787 0.356 -0.296
N -0.89343 2.73613 0.78464 1.740 -0.606 -1.858
H 2.97979 -1.10756 -0.57492 1.283 -1.405 -1.204
H 1.80880 -1.42404 0.81906 1.289 0.400 -0.930
H 3.04278 -0.05633 0.86976 -0.966 -0.962 -1.098
H 1.68499 0.76706 -1.08761 0.883 0.861 -0.914
H -1.58119 -1.81160 1.58284 1.284 0.859 0.261
H -2.19276 -2.14673 -0.49650 -0.006 -0.821 1.450
H -0.39694 -0.67962 -1.69864 0.252 0.616 -0.611
H -1.96791 -0.02006 -1.60903 1.019 -0.886 0.301
H -1.20641 3.30859 -0.05638 0.422 -1.132 1.616
H -1.61014 2.08226 1.06128 -0.400 -0.169 -0.034
```
Positions in Å, forces in eV/Å.

Summary:
**HOMO energy**: -8.316 eV
**E_LUMO**: 0.79 eV
**E**: -448.73318 a.u.
**2S+1**: 1
**Gap between HOMO and LUMO**: 0.335 hartree
**Energy relative to the best compared isomer or geometry (same formula, charge and spin)**: 145.98 kJ/mol
**SMILES**: CNC(/N=C\NN)=N/N
**Total charge**: 0

Computed, not measured: C3H10N6 in the gas phase, with ωB97M-V/def2-TZVPD.

XYZ file:
```
19
Properties=species:S:1:pos:R:3:forces:R:3
C 0.97792 1.09106 -1.15094 0.075 -0.288 0.101
N -0.09938 0.49526 -0.38340 -0.007 0.493 0.626
C 0.03462 -0.00612 1.02449 0.570 0.589 -0.937
N 1.40510 -0.37799 1.32170 0.062 -0.458 -0.351
N -0.49709 0.90127 1.99231 -0.470 0.354 0.483
N -0.84669 -1.16600 0.80669 -0.503 0.395 -0.665
N -0.25510 -1.89884 -0.31046 0.443 -0.301 -0.601
C -0.74158 -0.68670 -0.80239 -0.108 -0.780 1.312
N -1.58136 -0.67140 -1.87992 -0.219 0.052 0.098
H 0.61289 1.30578 -2.15464 0.049 0.016 0.009
H 1.25339 2.03301 -0.67648 0.075 0.022 -0.082
H 1.86136 0.44504 -1.21733 0.030 0.068 -0.035
H 1.98905 0.44858 1.39613 -0.115 -0.065 0.119
H 1.41824 -0.85977 2.21417 0.039 0.164 0.032
H -0.76681 1.79401 1.59812 0.043 -0.188 -0.195
H -1.30621 0.52292 2.47097 0.034 -0.187 -0.130
H 0.76461 -1.94577 -0.25036 -0.084 0.126 0.174
H -2.03505 -1.55781 -2.04663 0.062 0.085 -0.062
H -2.18791 0.13346 -1.95203 0.023 -0.098 0.102
```
Positions in Å, forces in eV/Å.

Summary:
**HOMO energy**: -8.545 eV
**E_LUMO**: 0.97 eV
**E**: -448.76420 a.u.
**2S+1**: 1
**Gap between HOMO and LUMO**: 0.350 hartree
**Energy relative to the best compared isomer or geometry (same formula, charge and spin)**: 64.54 kJ/mol
**SMILES**: CN1C(N)(N)N2N[C@]12N
**Total charge**: 0

Computed, not measured: a molecular structure, C3H10N6O2, with ωB97M-V/def2-TZVPD.

XYZ file:
```
21
Properties=species:S:1:pos:R:3:forces:R:3
C -0.22622 -0.19104 -0.54018 -0.376 2.710 1.907
C 0.83345 -2.28186 -0.15599 -0.766 -2.093 1.136
C 1.75943 0.97736 1.01623 -0.526 1.739 3.604
N -0.25426 1.69758 -0.12223 -1.683 -1.703 -2.181
N 0.85660 -0.86327 -0.08405 -1.773 3.002 -1.116
N -1.49834 -0.50080 -0.80973 0.908 -0.816 -0.363
N -2.82187 -0.25553 0.22975 -0.371 -3.642 -1.827
N -0.88302 2.45323 -0.87809 0.865 -0.840 -2.442
N 1.88798 -0.28178 0.53296 0.506 -2.736 -1.497
O -3.57561 -1.14273 0.06200 0.454 0.628 -0.036
O -2.72008 0.67458 0.85427 0.160 3.623 2.403
H 1.38121 -2.62871 0.73841 -0.571 0.013 -0.244
H -0.25672 -2.51411 -0.07571 1.138 -0.628 -0.082
H 1.31824 -2.77291 -0.99825 -0.216 0.540 -0.462
H 2.55685 1.10120 1.78888 -0.632 0.092 -0.482
H 1.89043 1.77185 0.30267 -0.073 0.622 -0.625
H 0.71668 1.02423 1.48384 2.061 0.241 -0.012
H -1.69617 -1.48373 -0.96442 0.199 -0.154 -0.843
H -1.24425 2.42610 -1.92038 0.431 -1.473 1.928
H -0.80212 3.43711 -0.69393 -0.087 1.047 1.245
H 2.77781 -0.64676 0.23394 0.352 -0.171 -0.010
```
Positions in Å, forces in eV/Å.

Summary:
**HOMO energy (alpha / beta)**: -17.637 / -17.634 eV
**E_LUMO (alpha / beta)**: -10.34 / -10.34 eV
**E**: -598.29016 a.u.
**2S+1**: 1
**Gap between HOMO and LUMO (alpha / beta)**: 0.268 / 0.268 hartree
**Energy relative to the best compared isomer or geometry (same formula, charge and spin)**: 1077.95 kJ/mol
**Total charge**: +2

Computed, not measured: 2 unconnected molecules or ions with the total composition C3H10NO, with ωB97M-V/def2-TZVPD.

XYZ file:
```
15
Properties=species:S:1:pos:R:3:forces:R:3
C -2.43919 -1.29232 -0.74238 -0.296 0.323 0.199
O -1.62189 -0.32261 -0.31052 0.024 -0.286 -0.035
H -3.31054 -1.49973 -0.05354 -0.140 0.018 0.000
H -2.92860 -1.05350 -1.72681 -0.077 -0.212 -0.131
H -2.01140 -2.32583 -0.86937 0.262 0.048 -0.127
C 1.05841 0.11647 1.40893 0.380 0.042 0.315
N 1.16678 -0.01547 -0.02907 -0.585 0.531 -0.245
C 1.58585 1.27444 -0.59078 0.717 -0.597 0.214
H 2.03418 0.35655 1.85976 0.019 -0.196 -0.059
H 0.39946 0.92637 1.75144 -0.179 0.173 -0.226
H 0.65201 -0.79426 1.84663 0.080 -0.236 0.054
H 0.19783 -0.22448 -0.35235 0.321 0.120 0.118
H 1.40998 1.33297 -1.67091 -0.175 -0.006 0.072
H 2.67850 1.39853 -0.45364 -0.155 0.103 0.000
H 1.12862 2.12287 -0.06740 -0.195 0.177 -0.150
```
Positions in Å, forces in eV/Å.

Summary:
**HOMO energy (alpha / beta)**: 4.623 / 0.197 eV
**E_LUMO (alpha / beta)**: 7.05 / 6.98 eV
**E**: -250.08778 a.u.
**2S+1**: 2
**Gap between HOMO and LUMO (alpha / beta)**: 0.089 / 0.249 hartree
**Energy relative to the best compared isomer or geometry (same formula, charge and spin)**: 67.44 kJ/mol
**Total charge**: -2

Computed, not measured: 2 unconnected molecules or ions with the total composition C3H10NO, with ωB97M-V/def2-TZVPD.

XYZ file:
```
15
Properties=species:S:1:pos:R:3:forces:R:3
C -1.83463 -1.21696 1.33265 0.331 -0.278 0.393
O -1.42547 0.07953 1.29005 -0.603 0.303 -0.176
H -2.78053 -1.29188 1.88736 -0.032 0.168 0.137
H -1.09839 -1.72996 1.97266 -0.182 -0.376 -0.117
H -1.97221 -1.72442 0.37134 0.157 0.159 -0.095
C 0.26473 -0.00682 -1.72571 -1.471 -1.026 0.593
C 0.74840 0.55401 -0.39550 2.362 -0.386 -0.467
N 2.20142 0.74213 -0.40178 1.181 2.395 -0.706
H -0.67236 -0.54339 -1.50582 -0.138 0.256 -0.236
H 0.91072 -0.80629 -2.07753 0.383 0.253 -0.146
H 0.02375 0.70277 -2.51814 0.415 0.138 0.148
H 0.56100 -0.12986 0.42573 -0.483 0.099 -0.013
H 0.37218 1.55535 -0.20020 -0.542 -0.303 0.241
H 2.50697 1.62700 -0.77622 -0.509 0.175 -0.109
H 3.08100 0.31089 -0.19412 -0.870 -1.577 0.554
```
Positions in Å, forces in eV/Å.

Summary:
**HOMO energy (alpha / beta)**: -8.288 / -8.281 eV
**E_LUMO (alpha / beta)**: 1.02 / -1.35 eV
**E**: -250.16261 a.u.
**2S+1**: 2
**Gap between HOMO and LUMO (alpha / beta)**: 0.342 / 0.255 hartree
**Energy relative to the best compared isomer or geometry (same formula, charge and spin)**: 142.31 kJ/mol
**Total charge**: 0

Computed, not measured: 2 unconnected molecules or ions with the total composition C3H10NO, with ωB97M-V/def2-TZVPD.

XYZ file:
```
15
Properties=species:S:1:pos:R:3:forces:R:3
C 2.76333 1.13111 3.18522 -0.079 2.007 3.936
N 3.18700 0.10872 4.33256 -1.491 -1.874 -2.726
H 3.67652 1.58463 2.79310 -0.343 -0.153 0.010
H 2.09432 1.91890 3.77118 1.604 -1.527 -1.426
H 2.15099 0.65389 2.48708 -0.599 -1.003 -1.084
H 3.67896 0.55882 5.08632 -0.181 0.250 0.653
H 2.29139 -0.43172 4.59862 1.841 1.229 0.173
H 3.83282 -0.63682 3.94359 -0.766 1.062 0.446
O -2.30091 -0.90487 -2.84749 -0.918 1.887 -3.687
C -2.86571 -0.32853 -3.81957 -2.070 0.813 4.964
C -3.69004 -1.02841 -4.82058 3.422 0.271 -1.024
H -3.26060 0.73910 -3.70987 1.689 -0.312 0.014
H -3.58899 -0.44290 -5.79683 0.677 -1.724 0.616
H -3.25256 -1.97954 -4.49111 -0.769 -1.046 -2.099
H -4.71653 -0.94239 -4.71222 -2.019 0.117 1.232
```
Positions in Å, forces in eV/Å.

Summary:
**HOMO energy**: -11.524 eV
**E_LUMO**: -4.22 eV
**E**: -249.95581 a.u.
**2S+1**: 1
**Gap between HOMO and LUMO**: 0.268 hartree
**Energy relative to the best compared isomer or geometry (same formula, charge and spin)**: 257.30 kJ/mol
**Total charge**: +1